[1]
C2H2FN3 | wB97M-V/def2-TZVPD

## Properties
Max |F| = 4.0 eV/A
E_HOMO (alpha / beta) = -8.62 / -8.62 eV
Kohn-Sham gap (alpha / beta) = 0.28841 / 0.28850 hartree
ΔE to the lowest compared entry with this formula, charge and spin = 474.4 kJ/mol

The geometry in XYZ format:
```
8
Properties=species:S:1:pos:R:3:forces:R:3:lowdin_charge:R:1
C 0.65184 -0.31394 0.66402 -1.6 -0.9 3.6 -0.24
C -1.25112 1.21798 0.84829 -2.2 0.4 -0.2 0.14
N -0.51476 0.30276 0.83647 1.1 1.0 -0.2 0.00
N 1.02449 -0.67896 -0.54197 0.5 -0.3 -3.6 -0.01
N 0.36987 -0.33375 -1.54463 1.0 -0.6 1.1 0.03
F 1.07394 -0.81463 -2.71967 -0.3 0.2 0.9 -0.15
H 1.00063 -0.77923 1.63527 0.2 0.4 -1.8 0.13
H -2.35489 1.39978 0.82222 1.3 -0.3 0.1 0.10
```
Forces are in eV/Å.

[2]
C50H47F6N4OP2S2SbTeTl | wB97M-V/def2-TZVPD

## Properties
Max |F| = 6.8 eV/A
E_HOMO (alpha / beta) = -2.39 / -2.09 eV
Charge = -2
Kohn-Sham gap (alpha / beta) = 0.21466 / 0.20366 hartree
Expectation value of S² = 0.76
2S+1 = 2

The geometry in XYZ format:
```
115
Properties=species:S:1:pos:R:3:forces:R:3:lowdin_charge:R:1
Tl -0.06474 -1.33997 -1.57463 -0.2 0.3 0.2 0.75
Te -0.65155 -1.25084 4.34249 0.3 -0.8 0.6 1.22
C -1.85314 -0.27528 5.79889 -0.2 0.9 0.9 -0.55
C -2.28081 -0.90028 7.00117 0.1 0.5 -1.3 -0.15
C -3.05447 -0.22971 7.91459 0.0 0.9 0.1 -0.19
N -3.35173 1.08200 7.82606 -0.2 -0.5 -0.2 0.03
C -2.91737 1.69555 6.72222 -0.2 -0.5 0.5 -0.18
C -2.18716 1.07724 5.71177 -0.4 0.2 0.4 -0.14
C -0.84685 -0.47196 2.49573 0.2 0.3 -0.3 -1.12
P -1.98938 -1.08149 1.23956 -0.1 0.4 0.6 0.82
C -3.18786 0.31272 0.92821 0.1 -0.9 -0.1 -0.37
C -3.80093 0.26650 -0.31236 -0.2 0.1 -0.5 -0.10
C -4.79856 1.19900 -0.65780 0.5 -0.1 0.0 -0.06
C -5.09257 2.17147 0.28596 0.2 -0.7 0.9 -0.10
C -4.52843 2.17931 1.57555 0.0 -0.4 -1.7 -0.08
C -3.57067 1.24660 1.87588 0.0 0.2 -0.3 -0.11
C -3.20732 -2.21145 2.07504 0.1 0.2 0.0 -0.38
C -4.05513 -1.81469 3.12309 -0.8 -1.9 0.2 -0.09
C -5.06641 -2.71489 3.55139 0.7 0.0 -1.2 -0.07
C -5.19365 -3.95753 2.88195 -0.6 0.5 1.1 -0.12
C -4.34209 -4.35416 1.86785 0.2 0.7 1.0 -0.10
C -3.33415 -3.48110 1.49315 -0.1 0.9 0.0 -0.10
P 0.45156 0.36881 1.60694 0.2 1.3 -0.2 0.85
C -0.03751 2.15333 1.31200 -0.9 0.3 0.8 -0.37
C -0.48286 3.10381 2.26614 0.0 -0.8 -0.1 -0.12
C -0.93819 4.36128 1.91779 0.2 0.3 -0.7 -0.10
C -0.98029 4.73614 0.56335 0.2 -1.8 -0.3 -0.08
C -0.65089 3.75341 -0.40384 0.2 1.2 0.5 -0.06
C -0.15290 2.51372 -0.01399 -0.2 0.3 -0.1 -0.12
C 1.96776 0.74979 2.61959 -0.4 -1.6 0.2 -0.35
C 2.51083 1.98220 2.95373 -0.4 -1.1 -0.4 -0.08
C 3.72327 2.05383 3.63845 -1.3 0.7 -1.0 -0.10
C 4.40824 0.91515 3.93886 0.2 -0.7 0.7 -0.11
C 3.85515 -0.34698 3.66549 0.3 1.0 -0.1 -0.09
C 2.65639 -0.42433 2.99791 -0.5 -0.4 -0.2 -0.15
H -2.05401 -1.91573 7.20714 0.2 -0.9 -0.1 0.07
H -3.45055 -0.76873 8.77123 0.1 0.1 0.1 0.09
H -3.19037 2.74367 6.65106 0.2 0.1 -0.1 0.09
H -1.89240 1.74932 4.92638 0.3 -0.3 -0.6 0.07
H -3.44371 -0.52825 -0.97929 -0.5 0.5 -0.1 0.09
H -5.28274 1.20569 -1.64639 0.4 -0.1 0.5 0.11
H -5.81285 2.92252 0.13356 -0.9 0.8 -0.7 0.07
H -4.82652 2.95008 2.24295 -0.1 0.4 0.7 0.09
H -3.08721 1.26276 2.81565 0.5 -0.1 1.0 0.07
H -3.92895 -0.90304 3.67351 0.1 0.5 -0.1 0.08
H -5.76853 -2.43181 4.34113 0.3 -0.2 -0.2 0.09
H -5.96907 -4.65128 3.21566 0.1 0.2 -0.1 0.09
H -4.42813 -5.35565 1.51966 0.0 -0.5 -0.7 0.09
H -2.65700 -3.67261 0.68189 0.2 -0.5 -0.2 0.08
H -0.54666 2.82383 3.30988 0.2 -0.1 0.1 0.09
H -1.24936 5.04973 2.69932 0.0 0.0 -0.1 0.09
H -1.29484 5.70448 0.23380 -0.2 0.4 0.0 0.07
H -0.72451 3.99909 -1.46479 0.0 -0.1 0.3 0.09
H 0.12191 1.77025 -0.73640 0.1 -0.1 -0.5 0.05
H 1.98363 2.85065 2.61152 0.0 0.5 0.2 0.08
H 3.97128 3.07680 3.81788 1.1 0.3 0.5 0.09
H 5.35281 0.95699 4.45528 0.2 0.1 0.1 0.09
H 4.42127 -1.19064 3.99852 0.0 -0.6 -0.1 0.09
H 2.19953 -1.40577 2.73428 0.5 0.8 0.3 0.07
F -1.68101 -1.26450 -4.12954 4.0 -3.9 3.9 -0.40
Sb -2.76533 -0.54338 -5.27932 -1.4 4.5 -3.5 1.26
F -2.28889 0.92609 -4.20522 0.2 1.9 -0.1 -0.39
F -1.19186 -0.19691 -6.35279 -0.9 -0.2 -0.2 -0.39
F -3.91483 0.58699 -6.33688 0.6 -0.7 -0.2 -0.39
F -3.18302 -2.20118 -5.96877 -0.3 -0.9 -1.1 -0.34
F -4.15924 -0.64978 -4.10508 -2.1 -0.7 1.2 -0.36
C 3.95483 -3.13635 -3.26001 -0.3 -0.4 -0.2 -0.15
C 4.09743 -3.71421 -1.88200 -0.2 1.5 0.8 -0.37
S 3.97383 -2.26170 -0.74070 -0.2 -1.2 -0.1 0.87
O 5.15268 -1.42137 -1.07350 0.6 0.4 0.2 -0.55
C 4.33415 -3.25780 0.76813 -0.6 1.1 0.2 -0.39
C 3.03889 -3.80151 1.32588 -1.2 -1.2 -0.4 -0.16
H 3.89414 -3.97989 -3.94370 -0.2 0.1 -0.4 0.07
H 4.78535 -2.50304 -3.53261 0.3 0.2 0.0 0.07
H 3.02828 -2.55932 -3.29759 0.1 -0.1 -0.2 0.05
H 5.06458 -4.17658 -1.69432 0.0 -0.2 0.0 0.09
H 3.24468 -4.33125 -1.63152 0.0 -0.4 0.0 0.04
H 4.72834 -2.52585 1.48052 0.3 -0.1 -0.2 0.07
H 5.05544 -3.99898 0.49383 0.6 -0.4 0.1 0.07
H 2.31296 -2.99963 1.46455 0.0 0.0 0.0 0.04
H 3.10777 -4.35276 2.27449 0.4 0.4 -0.1 0.07
H 2.52278 -4.53509 0.65379 0.5 0.6 0.2 0.08
N 0.84508 -3.47400 -1.98125 0.1 -0.7 0.4 -0.07
C 1.05126 -4.21763 -3.05213 0.5 -1.3 -0.5 -0.48
C 0.89396 -3.63760 -4.34892 -0.6 0.9 1.2 -0.11
C 1.10331 -4.31462 -5.50458 0.6 -1.7 -0.3 -0.12
C 1.62726 -5.62158 -5.43514 0.5 -0.8 0.8 -0.14
C 1.86504 -6.27017 -4.16762 -1.4 2.2 -2.2 -0.14
C 1.50134 -5.62104 -3.01968 -0.3 1.4 0.9 -0.09
H 0.53099 -2.61624 -4.27681 -0.1 0.0 -0.7 0.07
H 0.85417 -3.92229 -6.48394 0.1 0.3 0.1 0.10
H 1.86234 -6.18460 -6.33493 -0.1 0.2 0.0 0.06
H 2.17220 -7.28114 -4.18123 0.4 -0.9 0.2 0.07
H 1.55227 -6.11576 -2.05353 0.1 0.1 0.0 0.09
S 2.86150 4.75643 -4.28857 0.2 0.5 0.0 0.96
C 2.67341 3.16267 -3.52560 -0.3 -0.1 -0.2 -0.53
C 1.58281 2.39416 -3.89439 -0.3 -0.8 0.7 -0.06
C 1.46324 1.13420 -3.29764 0.9 -0.1 -0.1 -0.16
N 2.39066 0.63473 -2.45569 -0.6 0.3 -0.4 0.06
C 3.43508 1.39592 -2.12383 0.2 -0.3 0.1 -0.12
C 3.61252 2.68105 -2.62173 -0.6 0.1 -0.5 -0.07
C 1.69612 5.68063 -3.29573 -0.3 0.1 0.7 -0.50
C 0.33978 5.71655 -3.63071 0.4 -0.1 -0.2 -0.08
C -0.53116 6.37733 -2.77850 0.6 -0.5 0.3 -0.17
N -0.13079 6.95383 -1.66210 0.1 1.0 0.8 0.05
C 1.16554 6.96220 -1.32186 -0.5 -0.9 -1.4 -0.13
C 2.11327 6.30484 -2.10062 -0.7 0.0 -0.6 -0.07
H 0.80856 2.73798 -4.56590 0.1 0.0 -0.1 0.11
H 0.65618 0.45177 -3.57514 0.0 0.4 0.1 0.05
H 4.17231 0.91843 -1.46879 -0.2 0.2 -0.1 0.10
H 4.41534 3.34903 -2.38362 0.5 -0.1 0.4 0.09
H -0.06479 5.20238 -4.50214 0.3 0.1 0.1 0.11
H -1.59518 6.34026 -2.93336 -0.3 0.1 -0.2 0.11
H 1.42921 7.46138 -0.41285 0.1 0.2 0.4 0.10
H 3.13665 6.24935 -1.79075 0.4 0.0 0.0 0.09
```
Forces are in eV/Å.

[3]
C8H15BrCl2N | wB97M-V/def2-TZVPD

## Properties
Max |F| = 2.4 eV/A
E_HOMO = -12.76 eV
Charge = +1
Kohn-Sham gap = 0.31329 hartree

The geometry in XYZ format:
```
27
Properties=species:S:1:pos:R:3:forces:R:3:lowdin_charge:R:1
Br -4.80227 -1.44565 1.60091 0.2 -0.1 -0.1 0.65
C -2.88796 -1.50083 1.17918 -0.8 0.1 0.3 -0.60
C -2.22264 -0.31498 1.82431 0.3 -0.1 -0.2 -0.31
C -0.75613 -0.16313 1.38806 -0.1 0.7 0.5 -0.12
C -0.66028 0.60657 0.06814 -1.6 -1.7 -0.6 -0.26
C 0.29828 0.18163 -1.06141 -0.4 1.7 -0.4 -0.10
C 1.20247 1.42541 -1.15456 1.4 -1.2 0.6 -0.14
C 0.42915 2.51163 -0.58094 0.3 0.1 -0.5 0.03
N -0.52860 2.06214 0.12111 -0.2 0.3 0.6 0.16
H -2.53473 -2.43906 1.57713 0.2 -0.2 0.0 0.06
H -2.84146 -1.49561 0.09992 0.1 0.0 -0.3 0.05
H -2.28407 -0.40707 2.90168 0.0 0.0 0.2 0.11
H -2.78282 0.57111 1.54772 -0.1 0.4 0.1 0.09
H -0.29986 -1.13916 1.28856 0.3 -0.2 -0.1 0.12
H -0.25948 0.35844 2.19853 0.5 0.1 0.0 0.12
H -1.65282 0.46401 -0.35188 -0.3 0.1 -0.1 0.14
H 0.80307 -0.75757 -0.94042 0.2 -0.1 0.3 0.07
H -0.30579 0.14976 -1.96318 0.1 -0.3 -0.2 0.13
H 1.80646 1.59856 -2.03219 -0.3 0.2 -0.5 0.11
H 1.97538 1.27007 -0.38206 0.3 0.2 0.0 0.11
H 0.65177 3.55627 -0.70669 -0.1 0.3 0.2 0.16
H -1.17302 2.64395 0.64793 0.1 0.0 0.0 0.20
C 3.78634 -1.69137 -1.49451 0.0 0.0 -0.1 -0.97
Cl 4.15907 -0.32600 -2.55064 0.0 0.0 0.0 0.54
Cl 3.14482 -1.14998 0.06881 0.2 -0.2 0.2 0.56
H 3.04218 -2.31308 -1.97829 0.0 0.0 0.0 0.03
H 4.69295 -2.25608 -1.31521 0.0 0.1 0.1 0.03
```
Forces are in eV/Å.

[4]
C3H6N2S | wB97M-V/def2-TZVPD

## Properties
Max |F| = 6.4 eV/A
E_HOMO = -8.05 eV
Kohn-Sham gap = 0.31459 hartree
ΔE to the lowest compared entry with this formula, charge and spin = 618.3 kJ/mol

The geometry in XYZ format:
```
12
Properties=species:S:1:pos:R:3:forces:R:3:lowdin_charge:R:1
C -0.99505 0.90550 0.00459 -1.0 -1.2 -1.4 -0.55
C 1.71689 -0.37324 -0.18286 -3.1 -0.5 -0.9 -0.54
C 2.98217 -0.43708 0.06300 5.8 -0.1 2.7 -0.16
H -3.38004 0.78112 -0.37795 2.0 -4.3 1.5 0.18
H -3.55918 -1.01109 0.77640 3.6 2.7 -3.1 0.19
H -1.72351 1.85623 -0.45858 2.1 -2.6 1.6 0.13
H 1.18453 -1.23804 -0.57865 -0.2 0.5 -0.5 0.06
H 3.38409 0.30120 0.89515 -0.5 -1.0 -2.3 0.08
H 3.90931 -1.25630 -0.25782 -3.6 2.1 0.9 0.14
N -2.81323 -0.40516 -0.07243 -5.2 1.2 0.7 -0.18
N -1.47959 -0.30646 0.15798 -0.3 3.4 0.8 -0.20
S 0.77362 1.18333 0.03118 0.2 -0.2 0.1 0.84
```
Forces are in eV/Å.

[5]
C33H23MgN6O4S2 | wB97M-V/def2-TZVPD

## Properties
Max |F| = 4.6 eV/A
E_HOMO (alpha / beta) = -4.56 / -4.56 eV
Charge = -1
Kohn-Sham gap (alpha / beta) = 0.22145 / 0.22148 hartree
ΔE to the lowest compared entry with this formula, charge and spin = 0.0 kJ/mol

The geometry in XYZ format:
```
69
Properties=species:S:1:pos:R:3:forces:R:3:lowdin_charge:R:1
Mg 1.05322 0.79134 0.23809 -0.2 0.5 0.0 0.52
S -0.27163 0.12441 2.28072 -0.3 -0.1 0.1 0.65
C -1.84018 0.58139 1.71441 0.2 0.6 2.5 -0.82
N -2.94047 0.65608 2.40411 -0.3 -0.5 0.7 0.04
N -2.87363 0.24489 3.66774 0.0 -0.6 0.4 -0.04
C -3.99754 -0.23182 4.32305 -0.3 -0.8 0.3 -0.24
C -3.72566 -0.77518 5.59966 1.2 0.4 0.4 -0.05
C -4.73541 -1.27932 6.39538 -0.5 0.4 -1.3 -0.11
C -6.03613 -1.26201 5.88970 -0.3 0.0 -0.6 -0.13
C -6.32499 -0.84376 4.58178 0.4 0.3 0.6 -0.10
C -5.29368 -0.34408 3.77757 -0.2 -0.1 -0.1 -0.03
N -2.16064 1.15188 0.54116 -0.2 0.7 -4.5 0.03
N -1.29318 1.12324 -0.35523 1.1 -0.5 -0.7 0.02
C -1.64807 1.46725 -1.73940 -2.1 -0.2 2.0 -0.19
C -0.82711 0.97293 -2.73963 1.3 0.0 0.1 -0.03
C -1.10610 1.27940 -4.05289 -1.1 0.7 -0.2 -0.07
C -2.23545 2.06114 -4.35595 0.5 -0.8 0.1 -0.10
C -3.14737 2.40271 -3.37515 0.5 -0.4 1.3 -0.09
C -2.90521 2.06617 -2.02995 2.1 0.0 -1.6 0.00
H -2.02118 -0.21720 3.99602 0.2 0.5 -0.5 0.06
H -2.64431 -0.75555 5.95759 -1.6 0.0 -0.4 0.13
H -4.55812 -1.70907 7.35420 0.3 -0.1 0.6 0.09
H -6.83755 -1.63051 6.49346 -0.4 -0.2 0.3 0.08
H -7.37222 -0.85322 4.22169 0.8 -0.1 0.1 0.10
H -5.51862 -0.14025 2.72264 0.5 0.3 0.6 0.10
H 0.11368 0.41677 -2.53447 -1.1 0.4 0.2 0.10
H -0.47727 0.92642 -4.84942 0.3 0.0 -0.2 0.10
H -2.42781 2.33795 -5.37385 -0.1 0.1 -0.4 0.09
H -4.04072 2.92344 -3.63451 -0.5 0.3 -0.2 0.09
H -3.55460 2.35285 -1.24279 -0.5 0.1 0.6 0.09
S 2.67782 3.27146 -3.50324 0.2 -0.1 -0.1 1.08
C 2.96021 1.59864 -3.97550 -0.3 1.0 0.8 -0.47
C 3.33628 1.06568 -5.17053 0.6 -0.8 -1.5 -0.11
C 3.36096 -0.33271 -5.31742 0.2 0.8 -0.4 -0.09
C 3.03495 -1.13543 -4.22542 0.0 0.5 -1.0 -0.09
C 2.64243 -0.57922 -3.02259 -0.3 -2.2 0.5 -0.01
C 2.63694 0.78055 -2.90217 -0.5 0.9 1.2 -0.31
N 2.23920 1.46790 -1.74819 -0.2 -1.8 0.1 0.06
C 2.18445 2.72849 -1.89795 0.5 1.1 -0.1 -0.51
C 1.77123 3.63134 -0.79967 -0.3 -0.6 -1.0 -0.29
C 1.86422 5.00202 -0.93731 -0.2 1.5 -0.3 -0.10
C 1.36793 5.83108 0.05001 0.8 0.5 0.1 -0.10
C 0.85006 5.24618 1.22321 0.9 -0.3 -2.3 -0.10
C 0.75013 3.88228 1.34434 1.3 -0.1 -2.5 -0.10
C 1.18610 3.00073 0.28225 -0.4 0.1 2.0 -0.09
H 3.64779 1.70430 -5.99330 -0.2 -0.1 0.0 0.10
H 3.60858 -0.76742 -6.31100 -0.1 0.3 1.0 0.11
H 3.04337 -2.18059 -4.43393 -0.1 -0.7 0.4 0.09
H 2.24922 -1.24504 -2.21970 0.6 0.9 -0.6 0.11
H 2.28037 5.51348 -1.80828 0.1 -0.5 0.0 0.09
H 1.57467 6.93357 -0.05013 -0.6 -1.2 0.3 0.11
H 0.62251 5.90037 1.97943 -0.8 1.3 2.0 0.06
H 0.45129 3.51673 2.26907 -0.8 -1.0 1.4 0.06
O 1.10138 -1.14737 -0.48790 0.4 -0.7 1.3 -0.13
C 1.84256 -1.50491 0.49889 0.9 0.8 -0.5 -0.61
O 2.45310 -0.65655 1.22419 -1.0 -1.0 -0.9 -0.08
C 2.15951 -2.99160 0.68041 0.7 0.8 -0.2 -0.10
C 3.02962 -3.38362 1.69959 -0.1 -1.1 -0.5 0.02
C 3.41123 -4.74069 1.82232 0.1 0.4 -0.4 0.02
C 2.97429 -5.59889 0.80999 -0.1 -0.6 0.4 -0.13
C 2.20683 -5.18146 -0.26179 -0.7 -1.3 0.1 -0.01
C 1.79382 -3.87739 -0.32020 -0.2 0.4 0.4 -0.01
N 3.23117 -7.09427 0.88307 0.5 0.4 0.4 -0.35
O 4.01845 -7.50837 1.71470 0.0 0.5 0.1 0.06
O 2.64990 -7.82800 0.11559 -0.3 0.2 -0.3 0.06
H 3.42310 -2.58600 2.29604 0.1 0.0 0.6 0.11
H 4.05895 -5.11261 2.62375 -0.3 0.2 -0.4 0.12
H 1.78270 -5.96503 -0.90513 0.5 0.6 0.0 0.12
H 1.17060 -3.49590 -1.10120 -0.3 0.0 -0.4 0.12
```
Forces are in eV/Å.